Molecular formula: C28H36N4O2P2Tc
Method: DFT, wB97M-V/def2-TZVPD

```
73
Properties=species:S:1:pos:R:3:forces:R:3:lowdin_spin:R:1
Tc -0.1273 3.1288 1.5673 0.8 1.2 3.1 1.93
C 2.8265 0.8661 4.1254 -0.5 1.0 -0.9 0.01
C 2.9265 1.2637 2.8299 -2.0 -1.1 0.7 0.00
C 2.4910 0.4207 1.6547 -0.2 -0.8 -0.7 0.01
C 1.0474 0.2392 1.0576 -0.3 0.1 -0.3 0.06
C -0.1493 0.9865 1.6035 -0.9 -1.3 2.4 0.03
C -0.2762 0.9452 3.0287 -1.3 -0.8 -3.1 -0.01
C 0.3984 -0.1166 3.8102 1.1 -0.2 1.3 0.00
C 1.6731 0.0892 4.6919 0.1 -1.6 0.2 0.00
C -2.0877 3.5276 2.0462 -0.5 0.5 0.3 0.00
H 3.5849 1.2099 4.8192 -0.5 0.7 0.4 0.00
H 3.0757 2.2756 2.5743 1.9 0.9 -0.1 0.00
H 2.8361 -0.6185 1.8394 -0.1 0.6 0.0 0.00
H 3.1053 0.7701 0.8053 0.0 -0.1 0.3 0.01
H 1.0732 0.5118 -0.0327 0.0 0.1 1.0 0.03
H 0.8670 -0.8558 1.0635 -0.3 0.5 0.1 0.00
H -1.1793 0.7695 1.0358 2.2 1.3 1.3 0.00
H -1.2817 1.1675 3.3773 0.3 0.6 0.2 0.00
H 0.6180 -0.9430 3.1280 -0.1 0.2 -0.1 0.00
H -0.4081 -0.4631 4.4804 0.5 0.0 -0.1 0.00
H 1.3163 0.4973 5.6570 0.7 0.2 -0.5 0.00
H 2.0589 -0.9217 4.9414 -0.5 0.2 0.1 0.00
H -2.1098 4.5679 2.4274 0.3 -0.3 -0.3 0.01
H -2.5587 2.9373 2.8502 0.4 -0.2 -0.4 0.01
H -2.7539 3.4907 1.1604 0.5 -0.1 0.1 0.01
P -1.9782 0.1216 -0.5344 -2.8 -0.4 -1.4 0.00
P 1.9672 -0.3477 -1.5601 1.0 -3.3 -1.1 0.32
N -2.9952 -0.9668 0.3619 0.3 -0.2 0.2 0.00
N -3.0208 0.4353 -1.8539 -0.1 0.2 -1.1 0.00
N 2.1135 -2.0862 -1.2892 0.6 1.1 0.2 0.05
N 2.9859 -0.0813 -2.8735 -0.1 0.1 -0.6 0.22
C -0.7649 -0.9992 -1.3157 -0.2 -0.4 0.5 0.01
C 0.2697 -0.2655 -2.2146 -0.5 0.2 0.2 0.07
C -3.8123 -0.6014 1.4575 0.0 -1.3 -0.2 0.00
C -4.6466 -1.6742 1.7607 0.9 1.0 -0.7 0.00
C -4.3669 -2.7126 0.8056 0.5 0.7 -0.4 0.00
C -3.3716 -2.2502 -0.0419 -0.6 -0.2 1.3 0.00
C -3.5518 1.6976 -2.1562 -0.6 -0.5 -0.7 0.00
C -4.4751 1.5704 -3.1864 0.8 -0.4 0.8 0.00
C -4.5075 0.1717 -3.5570 0.8 0.3 1.0 0.00
C -3.6065 -0.4881 -2.7301 -0.6 0.9 -0.7 0.00
C 3.1814 -2.6982 -0.5756 0.0 -0.2 -0.1 0.01
C 3.0315 -4.0710 -0.6005 -0.5 1.4 -0.1 0.00
C 1.7684 -4.3335 -1.2566 0.2 2.0 -0.6 0.02
C 1.2747 -3.1184 -1.7494 0.4 -1.4 0.9 0.00
C 3.7169 -1.0613 -3.5709 0.2 -0.4 -0.9 0.00
C 3.9341 -0.6126 -4.8509 0.0 -0.1 1.3 0.08
C 3.4321 0.7447 -4.9322 -0.4 0.3 1.3 0.08
C 2.9000 1.0612 -3.7022 0.0 0.2 -0.9 0.00
H -1.3177 -1.7444 -1.9067 0.3 0.3 0.1 0.00
H -0.3218 -1.5563 -0.4720 0.0 0.1 -0.5 0.00
H 0.3463 -0.7680 -3.1871 -0.1 0.4 0.0 0.00
H 0.0354 0.8128 -2.3231 0.0 -0.5 -0.3 0.00
H -3.6557 0.3538 1.9343 -0.2 0.0 0.0 0.00
H -5.3856 -1.6894 2.5578 0.3 0.0 -0.3 0.00
H -4.8723 -3.6707 0.7495 0.2 0.2 0.0 0.00
H -2.8326 -2.7634 -0.8166 -0.1 -0.1 -0.1 0.00
H -3.1773 2.5470 -1.6091 -0.2 0.1 0.0 0.00
H -5.0821 2.3667 -3.6143 0.3 -0.3 0.2 0.00
H -5.1452 -0.2568 -4.3278 0.3 0.0 0.3 0.00
H -3.3130 -1.5218 -2.7200 -0.2 -0.1 0.0 0.00
H 3.9388 -2.0698 -0.0940 -0.3 -0.4 -0.4 0.00
H 3.7750 -4.7701 -0.2184 -0.5 0.2 0.0 0.00
H 1.2579 -5.2724 -1.3185 0.0 -0.3 -0.4 0.00
H 0.3935 -2.9318 -2.3534 0.4 -0.1 0.2 0.00
H 3.9744 -1.9907 -3.0714 -0.2 0.2 -0.3 0.00
H 4.4135 -1.1554 -5.6528 0.0 0.0 0.2 0.00
H 3.4991 1.3926 -5.7976 -0.1 -0.1 0.2 0.00
H 2.4608 1.9757 -3.3114 0.1 -0.3 -0.3 0.00
O 0.8871 5.0051 1.5599 0.4 0.4 0.7 0.04
C 1.1767 4.9364 2.8114 -0.7 -0.6 -0.9 0.01
O 0.7804 3.8946 3.4201 -0.7 -0.6 -1.3 -0.02
H 1.7201 5.6961 3.3847 0.0 0.1 -0.4 0.00
```
Positions in Å, forces in eV/Å.

Calculated values
Highest occupied orbital energy (spin up / spin down) in eV: -12.9 / -12.9
<S²>: 3.80
E_LUMO (spin up / spin down) in eV: -7.398 / -9.437
Charge: +2
ΔE to the lowest compared entry with this formula, charge and spin in kJ/mol: 434.71
Multiplicity: 4
Gap between HOMO and LUMO (spin up / spin down) in eV: 5.55 / 3.51